Here is a molecular structure, C2H4AlO3 from OMol25. Energies are from wB97M-V/def2-TZVPD.

LUMO energy (spin up / spin down) (eV): -0.86 / -3.42
Energy (eV): -14874.7369
Gap between HOMO and LUMO (spin up / spin down) (eV): 7.41 / 4.80

```
! wB97M-V def2-TZVPD RIJCOSX def2/J DEFGRID3
* xyz 0 2
Al -0.85875 -1.19996 -2.46802
C -0.33373 1.39522 1.74145
C -0.56848 0.40170 0.60594
O -1.21437 0.89567 -0.36978
O -0.09184 -0.72288 0.53813
H -0.13091 2.38041 1.32150
H 0.55368 1.03774 2.26376
H -1.25900 1.49325 2.30923
O 1.62592 -2.65302 -2.65914
H 2.27748 -3.02812 -3.28308
*
```

=====

Here is 2 unconnected molecules or ions with the total composition C2H4BFO from OMol25. Energies are from wB97M-V/def2-TZVPD.

LUMO energy (eV): -0.30
Energy (eV): -7574.6322
Gap between HOMO and LUMO (eV): 8.44

```
! wB97M-V def2-TZVPD RIJCOSX def2/J DEFGRID3
* xyz 0 1
B -0.32720 -0.90557 0.87128
C -2.49209 -0.14593 0.25330
C 1.53737 -0.94132 0.53903
O -3.15877 -0.76642 -0.54479
F 1.85241 -0.38721 -0.65039
H 2.20936 -0.57639 1.29099
H -0.54939 -1.83989 1.71120
H -2.91588 0.60176 0.88965
H 1.52838 -2.03068 0.23046
*
```

=====

Here is C2H4BFO in the gas phase from OMol25. Energies are from wB97M-V/def2-TZVPD.

LUMO energy (eV): -0.75
Energy (eV): -7576.9573
SMILES: B[C@H](F)C=O
Gap between HOMO and LUMO (eV): 9.39

```
! wB97M-V def2-TZVPD RIJCOSX def2/J DEFGRID3
* xyz 0 1
B -1.06390 0.52996 0.91221
C -0.00662 0.00674 -0.65471
F -0.85546 -0.66597 -1.54747
C 1.18387 -0.64242 -0.27029
O 1.42634 -1.75989 -0.60480
H -0.59359 0.69686 1.97465
H -2.22378 0.65896 0.79915
H 0.30838 1.07157 -1.06140
H 1.82476 0.10418 0.45266
*
```

=====

Here is C2H4BFO2 in the gas phase from OMol25. Energies are from wB97M-V/def2-TZVPD.

LUMO energy (eV): 0.22
Energy (eV): -9629.3469
SMILES: OB(O)/C=C/F
Gap between HOMO and LUMO (eV): 9.68

```
! wB97M-V def2-TZVPD RIJCOSX def2/J DEFGRID3
* xyz 0 1
O -1.78042 -0.54531 -0.87010
B -0.78077 -0.26559 -0.12993
O -0.79153 -0.19040 1.20193
C 0.62019 0.23171 -0.73077
C 1.58053 0.53915 0.19409
F 2.85105 0.75520 -0.21108
H -2.50648 -1.00449 -0.56260
H -1.59159 -0.33849 1.70302
H 0.84777 0.14853 -1.82710
H 1.55125 0.66969 1.23254
*
```